Entry 1:
The following is a quantum chemistry calculation of C8H18MgO6S2 as an isolated structure, from the OMol25 dataset.

Each line ends with the Löwdin spin population.
Positions of all 35 atoms, in Å:
1 Mg -0.99 -0.54 0.13  -0.032
2 C -2.74 -1.29 1.12  0.516
3 O -2.94 -0.38 0.36  0.483
4 O -1.83 -0.90 1.81  0.397
5 O -2.20 -2.09 0.38  0.517
6 C -0.53 2.08 -2.68  -0.061
7 S -0.01 0.30 -2.85  -0.201
8 O -0.77 -0.50 -1.79  0.002
9 C -1.04 -0.01 -4.34  -0.022
10 H 0.04 2.34 -1.78  -0.023
11 H -1.60 2.25 -2.56  -0.010
12 H -0.06 2.64 -3.49  -0.029
13 H -1.07 -1.06 -4.63  -0.004
14 H -0.61 0.41 -5.25  -0.009
15 H -2.08 0.33 -4.27  -0.002
16 C 0.63 1.58 2.96  -0.038
17 S 0.11 2.31 1.33  -0.290
18 O -0.21 1.07 0.46  -0.013
19 C -1.55 2.94 1.84  -0.035
20 H -0.06 0.78 3.22  -0.002
21 H 0.80 2.30 3.76  -0.011
22 H 1.53 0.98 2.81  -0.009
23 H -1.86 3.69 1.12  -0.012
24 H -1.56 3.40 2.83  -0.006
25 H -2.29 2.14 1.83  -0.002
26 C 2.17 -3.34 -0.18  -0.018
27 C 1.74 -2.19 0.63  -0.019
28 O 0.76 -1.49 0.35  -0.002
29 C 2.63 -1.81 1.81  -0.030
30 H 1.49 -3.52 -1.01  -0.003
31 H 2.34 -4.27 0.37  0.000
32 H 3.13 -3.04 -0.61  -0.011
33 H 2.25 -0.97 2.38  -0.003
34 H 3.60 -1.43 1.49  -0.018
35 H 2.77 -2.70 2.42  -0.001

Computed properties:
- 2S+1 = 2
- lowest unoccupied orbital energy (alpha / beta) (eV) = 2.6 / 1.4
- charge = -1

Entry 2:
The following is a quantum chemistry calculation of a 3-piece molecular cluster, C8H18N2 overall, from the OMol25 dataset.

Each line ends with the Löwdin charge.
Positions of all 28 atoms, in Å:
1 C 0.46 0.17 1.55  -0.451
2 C -0.93 0.28 -0.29  -0.266
3 C -0.72 0.06 2.49  -0.117
4 C 1.16 1.50 1.67  -0.092
5 C 1.36 -1.03 1.62  -0.093
6 C -0.96 -1.59 -3.06  -0.266
7 N -1.24 -0.25 -2.57  -0.104
8 C 0.24 0.15 -0.95  -0.104
9 N -1.63 1.46 -0.19  0.100
10 C 1.45 0.11 -1.44  0.048
11 H -0.90 0.43 -3.25  0.029
12 H -1.48 -0.62 -0.03  0.137
13 H -1.23 2.24 -0.69  0.103
14 H -2.62 1.36 -0.37  0.101
15 H -1.26 -0.89 2.37  0.075
16 H -0.36 0.08 3.53  0.083
17 H -1.42 0.88 2.37  0.067
18 H 0.47 2.33 1.46  0.074
19 H 2.02 1.59 1.01  0.065
20 H 1.53 1.66 2.69  0.087
21 H 2.24 -0.95 0.99  0.059
22 H 1.73 -1.17 2.65  0.086
23 H 0.82 -1.95 1.35  0.083
24 H -1.27 -2.32 -2.31  0.059
25 H 0.11 -1.78 -3.27  0.051
26 H -1.51 -1.82 -3.98  0.064
27 H 1.60 -0.14 -2.49  0.065
28 H 2.33 0.23 -0.83  0.058

Computed properties:
- ΔE to the lowest compared entry with this formula, charge and spin (eV) = 6.295
- lowest unoccupied orbital energy (alpha / beta) (eV) = 0.8 / 0.8

Entry 3:
The following is a quantum chemistry calculation of C8H18N2O9P2STc as an isolated structure, from the OMol25 dataset.

Each line ends with the Löwdin spin population.
Positions of all 41 atoms, in Å:
1 Tc -0.37 0.26 1.78  0.830
2 C -4.09 -1.82 0.89  0.000
3 C -2.93 -1.96 -0.07  0.000
4 O -3.26 -2.78 -1.14  0.000
5 P -2.35 -0.36 -0.82  0.000
6 O -1.56 -0.68 -2.14  -0.001
7 O -3.49 0.59 -1.25  0.000
8 O -1.46 0.42 0.13  -0.009
9 P -1.33 -2.42 0.75  0.006
10 O -1.50 -3.91 1.16  -0.002
11 O -0.26 -2.11 -0.23  0.000
12 O -1.25 -1.48 1.97  0.064
13 H -4.99 -1.50 0.36  0.000
14 H -3.86 -1.12 1.68  0.000
15 H -4.29 -2.80 1.32  0.000
16 H -2.54 -3.35 -1.44  0.000
17 H -0.83 -1.31 -2.02  0.000
18 H -4.05 0.34 -2.00  0.000
19 H -0.71 -4.46 1.21  0.000
20 C 2.47 1.27 4.35  0.001
21 C 1.72 0.05 3.92  0.002
22 O 2.05 -1.10 4.04  -0.012
23 O 0.55 0.32 3.31  0.011
24 H 3.50 1.00 4.58  0.000
25 H 2.01 1.69 5.24  0.000
26 H 2.43 2.03 3.57  0.000
27 S 0.75 2.19 1.01  0.093
28 C 1.36 1.81 -0.61  0.013
29 N 0.78 2.36 -1.65  0.001
30 C 1.25 2.11 -3.00  0.000
31 C 2.77 1.93 -2.96  0.000
32 C 3.10 0.80 -1.99  0.001
33 N 2.42 1.04 -0.72  0.003
34 H 0.03 3.01 -1.51  0.001
35 H 0.96 2.96 -3.63  0.000
36 H 0.77 1.21 -3.39  0.000
37 H 3.25 2.85 -2.63  0.000
38 H 3.15 1.68 -3.95  0.000
39 H 4.17 0.75 -1.81  0.000
40 H 2.78 -0.17 -2.38  0.000
41 H 2.85 0.67 0.11  -0.001

Computed properties:
- 2S+1 = 2
- ΔE to the lowest compared entry with this formula, charge and spin (eV) = 3.587
- lowest unoccupied orbital energy (alpha / beta) (eV) = -9.9 / -9.4
- charge = +2